1.
DFT (ωB97M-V/def2-TZVPD) results for a molecular structure, C22H26N4Ta in a non-equilibrium geometry.

The geometry in XYZ format:
```
53
Properties=species:S:1:pos:R:3:forces:R:3
Ta -0.3029 -0.9215 -1.0198 0.2 0.0 0.1
C 2.0389 -0.9388 1.8394 0.0 0.0 0.0
C 3.0576 -1.5105 0.8513 0.0 0.0 0.0
C 2.5618 -1.8121 -0.5740 -0.1 0.2 0.1
N 1.7222 -0.7247 -1.1280 -0.7 0.0 0.3
C 2.2941 0.4863 -1.5053 -0.1 -0.4 0.0
C 3.6632 0.6482 -1.6192 0.3 0.0 0.1
C 4.4209 1.7698 -1.9461 0.0 -0.1 0.0
C 4.0008 3.0785 -2.0700 0.0 0.1 0.0
C 2.6914 3.5422 -1.9747 0.1 0.0 0.0
C 1.5184 2.8126 -1.9299 -0.2 0.0 -0.2
C 1.3050 1.4328 -1.8760 -0.3 0.0 -0.1
N 0.0396 0.8708 -2.0379 -0.5 -0.4 0.9
C -1.0157 1.6513 -2.7485 0.2 0.0 0.0
C -2.2940 1.8136 -1.9595 0.0 0.0 0.1
C -2.9553 0.4631 -1.7344 0.0 0.1 0.1
N -2.2420 -0.3189 -0.6954 0.5 0.1 -0.3
C -2.7663 -0.4524 0.5880 0.1 0.1 -0.4
C -3.8803 0.2749 0.9971 -0.2 0.1 -0.1
C -4.6205 0.2251 2.1664 0.0 0.0 0.0
C -4.4912 -0.6409 3.2442 0.0 0.0 0.0
C -3.5132 -1.6033 3.4129 0.0 0.0 0.0
C -2.4012 -1.8616 2.6210 0.1 0.0 0.2
C -2.0035 -1.3286 1.4042 0.2 -0.3 -0.1
N -0.8233 -1.7409 0.7810 0.5 0.7 -0.6
C 0.1225 -2.6492 1.4834 0.0 0.1 0.0
C 1.0649 -1.9398 2.4498 0.0 0.0 0.1
H 1.5006 -0.0916 1.3986 0.0 0.0 0.0
H 2.5974 -0.4960 2.6647 0.0 0.0 0.0
H 3.4853 -2.4355 1.2457 0.0 0.0 0.0
H 3.8880 -0.8062 0.7758 0.0 0.0 0.0
H 1.9720 -2.7337 -0.6047 0.0 0.0 -0.1
H 3.4048 -2.0096 -1.2360 0.0 0.0 -0.1
H 4.2521 -0.2432 -1.4436 0.0 0.0 0.0
H 5.4856 1.5960 -2.0463 0.0 0.0 0.0
H 4.7701 3.8243 -2.2313 0.0 0.0 0.0
H 2.5658 4.6183 -1.9967 0.0 0.0 0.0
H 0.6198 3.4151 -1.9513 0.0 0.0 0.0
H -1.2323 1.1043 -3.6686 0.0 0.0 -0.1
H -0.6295 2.6133 -3.0673 0.0 0.0 0.0
H -2.9670 2.4645 -2.5173 0.0 0.0 -0.1
H -2.0919 2.2943 -0.9985 0.0 0.1 0.0
H -2.9254 -0.1226 -2.6579 0.0 0.0 0.0
H -4.0101 0.5781 -1.5023 0.0 -0.2 0.1
H -4.2399 1.0092 0.2888 0.0 0.0 0.1
H -5.4357 0.9368 2.2235 0.0 0.0 0.0
H -5.2279 -0.5505 4.0338 0.0 0.0 0.0
H -3.5890 -2.2096 4.3076 0.0 0.0 0.0
H -1.7380 -2.6034 3.0441 0.0 0.0 0.0
H 0.6836 -3.1956 0.7258 0.0 0.0 0.0
H -0.4289 -3.4226 2.0140 -0.1 -0.1 -0.1
H 1.6269 -2.7245 2.9617 0.0 0.0 0.0
H 0.4720 -1.4356 3.2176 0.0 0.0 0.0
```
Forces are in eV/Å.

Calculated values
Kohn-Sham gap: 6.18 eV
Charge: +3
HOMO level: -18.23 eV



2.
DFT (ωB97M-V/def2-TZVPD) results for 2 unconnected molecules or ions with the total composition C22H26N5 in a non-equilibrium geometry.

The geometry in XYZ format:
```
53
Properties=species:S:1:pos:R:3:forces:R:3
C -3.0295 -0.4662 1.8199 -0.5 -0.4 0.0
C -2.0811 0.6326 1.5928 0.4 0.7 1.1
N -1.9202 1.6644 2.4591 -0.5 -1.1 -0.8
C -0.9443 2.5519 1.9938 0.8 -0.1 -0.6
C -0.4515 2.0380 0.7689 -0.1 0.4 0.5
C 0.6254 2.6765 0.1583 0.0 0.4 0.2
C 1.1152 3.8635 0.7261 -0.1 -0.4 0.1
C 0.6092 4.3552 1.9435 -0.3 -0.3 -0.1
C -0.4259 3.6809 2.6080 0.0 0.1 -0.2
C -1.1975 0.8012 0.5016 0.4 -0.1 -1.0
C -1.0532 -0.1082 -0.5523 -1.5 1.3 0.5
C -0.5116 0.2588 -1.8397 0.7 0.0 -0.7
C -0.7665 1.5488 -2.3641 0.1 0.0 0.2
C -0.1795 1.9662 -3.5467 -0.1 -0.1 0.3
C 0.6795 1.1190 -4.2529 0.0 0.0 0.1
C 1.3637 1.6303 -5.4834 0.1 -0.1 -0.3
C 0.8772 -0.1894 -3.7941 0.0 0.0 0.2
C 0.2963 -0.6251 -2.6082 -0.4 0.2 0.2
H -3.3458 -0.8674 0.8462 0.0 0.1 0.5
H -2.5461 -1.2861 2.3803 -0.1 0.3 -0.2
H -3.9145 -0.1235 2.3793 0.3 -0.2 -0.2
H -2.4444 1.7680 3.3246 0.1 0.0 -0.4
H 1.0639 2.2421 -0.7401 -0.1 0.4 0.2
H 1.9123 4.4089 0.2177 -0.2 -0.2 0.2
H 1.0264 5.2685 2.3714 -0.2 -0.3 -0.1
H -0.8470 4.0163 3.5554 0.3 0.1 -0.2
H -1.4941 -1.1014 -0.4192 0.2 0.2 -0.1
H -1.4280 2.2263 -1.8189 0.2 -0.2 -0.2
H -0.3645 2.9734 -3.9193 0.0 -0.2 0.1
H 1.9513 0.8412 -5.9589 -0.1 0.1 0.0
H 0.6256 1.9970 -6.2068 0.1 -0.1 0.1
H 2.0394 2.4683 -5.2643 -0.2 -0.2 0.1
H 1.5163 -0.8549 -4.3772 -0.2 0.1 0.3
H 0.4930 -1.6374 -2.2396 -0.1 0.3 -0.2
N -3.5991 -4.3022 -0.0575 3.0 1.2 0.6
N -2.5521 -3.8529 0.0881 -3.0 -1.0 -0.9
N -1.4697 -3.2544 0.0890 -0.3 -0.2 0.2
C -0.5612 -3.7100 1.1439 0.8 -0.3 0.8
C 0.7593 -2.9577 1.0252 0.4 -0.8 -0.9
C 1.6991 -3.1831 2.2160 -0.3 0.2 -0.1
C 2.5303 -1.8846 2.2951 0.2 -0.1 -0.4
C 1.7160 -0.8260 1.5260 0.2 0.6 0.0
N 0.5929 -1.5349 0.9258 -0.6 0.4 0.1
H -0.9690 -3.5469 2.1664 -0.1 0.0 -0.6
H -0.3216 -4.7869 1.0327 -0.3 0.4 0.1
H 1.2295 -3.3164 0.0860 0.1 -0.2 0.4
H 1.0968 -3.3051 3.1261 0.2 -0.1 -0.1
H 2.3124 -4.0753 2.0644 -0.1 0.1 0.2
H 2.7199 -1.5809 3.3278 0.1 -0.1 -0.2
H 3.4852 -2.0205 1.7735 -0.1 0.0 0.3
H 1.3595 -0.0344 2.2049 0.0 -0.2 -0.2
H 2.3087 -0.3192 0.7430 0.0 -0.2 0.4
H 0.4136 -1.2462 -0.0372 0.6 -0.4 0.7
```
Forces are in eV/Å.

Calculated values
Kohn-Sham gap: 6.62 eV
Charge: +1
HOMO level: -11.30 eV



3.
DFT (ωB97M-V/def2-TZVPD) results for 2 unconnected molecules or ions with the total composition C22H26O6 in a non-equilibrium geometry.

The geometry in XYZ format:
```
54
Properties=species:S:1:pos:R:3:forces:R:3
C 1.2757 1.1502 -3.6848 -0.4 -0.3 -0.3
O 2.0279 1.0161 -2.4538 0.2 0.6 0.5
C 2.0535 1.9777 -1.5885 0.1 -0.6 -0.2
C 2.9118 1.9074 -0.4547 0.1 -0.1 0.1
C 2.8330 2.9808 0.4586 0.1 -0.2 0.1
C 3.6005 2.9768 1.6132 0.0 0.0 0.0
C 4.4701 1.9041 1.8609 -0.2 0.1 -0.3
C 4.5819 0.8481 0.9428 0.0 0.0 -0.1
C 3.8200 0.8362 -0.2154 -0.4 0.4 0.0
H 1.5687 0.2850 -4.2919 -0.1 0.3 0.3
H 0.2052 1.0941 -3.4666 0.2 -0.1 0.1
H 1.5277 2.0762 -4.2060 0.1 0.0 0.2
H 1.4313 2.8717 -1.7561 0.2 -0.4 0.0
H 2.1531 3.7947 0.2177 0.1 -0.1 0.3
H 3.5268 3.8028 2.3235 0.0 -0.3 -0.2
H 5.0701 1.8942 2.7697 -0.1 0.0 -0.2
H 5.2749 0.0282 1.1355 -0.2 0.3 0.0
H 3.8908 0.0465 -0.9567 0.0 0.0 0.2
C -4.4127 1.4304 -2.5087 -0.4 0.2 -0.1
C -3.2012 0.5448 -2.5331 0.2 -0.1 0.5
O -2.8028 0.3646 -1.1471 -0.3 0.1 -1.2
C -1.5890 -0.1952 -1.0129 0.8 0.0 1.0
C -1.1470 -0.4198 0.3759 -1.2 1.5 -0.4
C -1.6956 0.3465 1.5155 0.6 -0.9 -0.4
O -1.3936 0.1961 2.6983 -0.1 0.2 -0.5
O -2.6077 1.2781 1.1820 -0.4 0.6 0.9
C -3.1591 1.9622 2.3395 0.2 -0.2 -0.4
C -4.3929 2.6436 1.8311 -0.4 0.3 -0.2
C -0.2618 -1.4961 0.6332 1.6 -1.7 0.4
C 0.3695 -1.6828 1.9079 -0.2 0.3 -0.5
C 1.1038 -2.8029 2.2100 0.3 -1.2 -0.6
C 1.2533 -3.8509 1.2633 -0.7 0.8 -0.6
O 1.8493 -4.9946 1.6908 0.4 -0.9 -0.3
C 1.8912 -6.1425 0.8086 0.0 0.9 0.6
C 0.7365 -3.6610 -0.0421 0.4 -0.2 0.9
C 0.0214 -2.5128 -0.3342 -0.3 0.8 0.3
O -0.9267 -0.4720 -2.0186 -0.1 0.1 0.1
H -4.7269 1.6989 -3.5227 0.1 -0.1 0.1
H -5.2486 0.9274 -2.0174 0.1 0.1 0.0
H -4.1883 2.3516 -1.9665 -0.1 -0.1 0.0
H -3.4114 -0.4422 -2.9661 0.1 0.2 0.0
H -2.3819 1.0012 -3.0984 -0.1 -0.1 0.1
H -3.3868 1.2499 3.1386 0.2 0.1 -0.2
H -2.4100 2.6750 2.7067 -0.2 -0.2 0.1
H -4.9791 3.0962 2.6331 0.1 0.0 0.1
H -4.1227 3.4323 1.1254 -0.1 0.0 0.0
H -5.0279 1.9199 1.3156 0.0 0.1 0.0
H 0.2212 -0.9287 2.6728 0.1 -0.3 -0.2
H 1.5449 -2.9366 3.1975 -0.1 0.0 -0.2
H 2.4037 -6.9051 1.4006 -0.1 0.1 -0.3
H 0.8766 -6.4773 0.5466 0.2 0.1 0.1
H 2.4613 -5.9156 -0.1030 -0.1 -0.1 0.2
H 0.8799 -4.4026 -0.8322 -0.1 0.2 0.4
H -0.3619 -2.3710 -1.3375 0.1 -0.2 0.2
```
Forces are in eV/Å.

Calculated values
Kohn-Sham gap: 2.93 eV
HOMO level: -5.33 eV



4.
DFT (ωB97M-V/def2-TZVPD) results for a molecular structure, C22H27AuN6OP.

The geometry in XYZ format:
```
58
Properties=species:S:1:pos:R:3:forces:R:3
Au -0.5577 -0.3581 0.3078 0.1 -0.2 -0.2
C 1.5928 4.6987 1.9740 -0.2 -0.1 0.0
N 0.5232 3.8423 1.4618 0.2 0.0 0.0
C -0.5937 4.2766 0.8027 0.0 0.0 0.0
C -1.3259 3.1586 0.5101 0.1 -0.2 0.0
N -0.6741 2.0519 0.9790 -0.1 0.4 0.0
C 0.4402 2.4784 1.5453 -0.1 0.1 0.0
P 1.6689 1.4517 2.4225 0.0 0.0 0.0
C 0.5720 0.2673 3.2705 -0.1 -0.1 0.1
N -0.1957 -0.6520 2.7122 -0.1 -0.1 0.3
C -0.8476 -1.2911 3.7310 0.1 0.1 -0.2
C -0.4674 -0.7486 4.9260 0.0 0.1 -0.1
N 0.4319 0.2376 4.6304 0.2 0.1 0.0
C 1.1092 1.0884 5.6079 -0.1 -0.1 -0.1
C 2.3050 0.3838 1.0792 0.2 -0.2 -0.1
N 1.6268 -0.3309 0.1873 -0.1 0.0 0.1
C 2.5363 -1.0035 -0.5807 -0.2 0.0 0.0
C 3.7918 -0.6944 -0.1510 0.0 0.1 0.1
N 3.6405 0.1768 0.8935 0.1 0.1 0.1
C 4.7408 0.7755 1.6525 -0.1 -0.1 -0.1
H 1.4887 5.6861 1.5339 0.0 0.0 0.0
H 2.5651 4.2997 1.7000 0.0 0.0 0.0
H 1.5372 4.7889 3.0566 0.0 0.0 0.0
H -0.7705 5.3227 0.6065 0.0 -0.1 0.0
H -2.2728 3.0811 -0.0058 0.1 0.0 0.1
H -1.5427 -2.0958 3.5472 0.1 0.1 0.0
H -0.7588 -0.9743 5.9387 0.0 0.0 0.0
H 0.7936 0.7901 6.6032 0.0 0.0 0.0
H 0.8477 2.1330 5.4592 0.0 0.0 0.0
H 2.1874 0.9760 5.5347 0.0 0.0 0.0
H 2.2325 -1.6581 -1.3818 0.0 0.1 0.1
H 4.7609 -1.0152 -0.4955 0.0 0.0 0.0
H 5.6765 0.3855 1.2638 0.0 0.0 0.0
H 4.6665 0.5211 2.7064 0.0 0.0 0.0
H 4.7409 1.8574 1.5454 0.0 0.0 0.0
C -0.5558 -3.0853 -5.8848 0.0 0.0 0.1
C -1.2244 -2.5321 -4.6533 0.0 -0.1 0.0
C -0.9990 -1.2240 -4.2402 0.1 0.1 0.0
C -1.6045 -0.6942 -3.1100 0.1 0.2 0.1
C -1.3562 0.7487 -2.7363 -0.1 -0.1 -0.2
C -2.4799 -1.5143 -2.3828 -0.2 -0.1 0.1
C -3.2073 -0.9818 -1.2181 0.1 0.0 -0.2
O -2.7204 -0.3342 -0.3031 0.1 -0.1 0.1
C -2.7458 -2.8310 -2.7883 -0.1 -0.1 0.0
C -3.6965 -3.7394 -2.0341 0.1 0.1 -0.1
C -2.0973 -3.3210 -3.9114 0.0 -0.1 0.0
H 0.1781 -2.3894 -6.2888 0.0 0.0 0.0
H -1.2939 -3.2889 -6.6627 0.0 0.0 0.0
H -0.0519 -4.0273 -5.6620 0.0 0.0 0.0
H -0.3352 -0.5922 -4.8224 0.0 0.0 0.0
H -0.7605 1.2394 -3.5042 0.0 0.0 0.0
H -0.8238 0.8327 -1.7876 0.0 0.0 -0.1
H -2.2936 1.3007 -2.6333 0.0 0.0 0.0
H -4.2935 -1.1541 -1.1899 0.0 0.0 0.0
H -3.8732 -3.4257 -1.0065 0.0 0.0 0.0
H -3.2945 -4.7519 -1.9962 0.0 0.0 0.0
H -4.6624 -3.7937 -2.5419 0.0 0.0 0.0
H -2.2783 -4.3480 -4.2167 0.0 0.1 0.0
```
Forces are in eV/Å.

Calculated values
Kohn-Sham gap: 8.58 eV
Charge: +1
HOMO level: -10.73 eV